Entry 1:
Molecular formula: C37H60O29
Method: DFT, ωB97M-V/def2-TZVPD

Calculated values
HOMO energy (spin up / spin down), eV: -11.294 / -11.294
LUMO level (spin up / spin down), eV: -2.29 / -9.27
<S²>: 0.76
Molecular weight, g/mol: 968.858
HOMO-LUMO gap (spin up / spin down), Ha: 0.331 / 0.074

Structure (ORCA input):
```
! RIJCOSX wB97M-V def2-TZVPD def2/J DEFGRID3
* xyz 1 2
O 3.762 4.983 -3.156
H -1.251 -5.054 -0.023
C 1.168 5.294 0.065
H -5.575 3.991 3.876
O -2.939 -2.905 -2.591
H 0.139 -2.154 -3.505
H -4.711 2.420 -0.407
C 4.060 3.311 -4.684
O -4.009 -2.033 1.193
H 5.607 -2.725 -2.326
C 1.116 1.827 -1.172
O 0.623 1.041 6.445
H 0.951 3.102 4.528
C 0.328 -2.423 -4.544
O -3.631 -0.933 -2.872
C -3.487 -5.242 0.002
H 0.035 -1.599 -5.195
O -4.277 -4.151 0.556
H -0.345 -3.208 -4.887
O 1.392 -6.361 -0.610
H -5.543 -1.627 -2.311
C 1.842 -2.705 -4.636
C 3.257 -4.365 -7.873
H -0.871 -0.334 2.250
O 2.101 -4.426 -1.487
H -5.658 1.022 0.019
C -2.101 -4.939 0.650
H 4.812 2.558 -4.919
O -0.093 4.976 -0.390
O 4.417 4.519 -5.181
H 1.035 5.925 1.972
C 1.641 -3.110 0.311
C 5.942 -0.609 -1.687
C -3.204 -2.491 5.592
C -5.353 4.533 2.957
H -1.447 -0.662 0.561
H -0.313 0.735 8.407
H 3.095 3.061 -2.710
H -1.725 0.889 1.177
H -0.177 2.118 -2.885
H -3.286 4.910 3.513
O 1.603 -4.460 0.670
H -3.513 -4.982 -1.056
C -4.841 -1.638 -3.145
H 4.763 3.331 -2.542
H 3.302 -2.773 -0.851
H -2.760 -0.758 4.165
O -1.666 -1.198 -1.993
H 1.291 3.053 8.398
O 4.290 -3.467 -5.846
H -4.013 -3.175 -4.373
H 1.749 -2.287 -1.655
O 5.163 0.419 -2.205
O 0.062 4.128 1.604
C -5.005 2.420 1.842
H 6.967 -0.288 -1.503
O 2.034 -3.264 -6.000
C 0.304 2.234 4.402
H 2.849 -5.325 -7.557
O -1.221 -2.100 4.658
H -4.898 -3.691 -2.850
H -3.912 -6.216 0.244
C -4.205 5.460 3.311
H -4.459 6.065 4.181
C 3.924 3.579 -3.192
H 2.331 -1.739 -4.514
H -5.219 -1.130 -4.033
C 0.656 1.457 -2.646
H 3.091 2.929 -5.004
C -0.207 1.914 5.844
H 2.111 1.574 -0.803
H 0.294 0.431 -2.707
C 1.717 -5.181 -0.433
C 1.579 2.004 8.468
H 2.188 4.516 1.696
O -4.955 1.759 2.897
H 2.592 1.867 8.089
H 2.204 -3.356 -3.841
C -0.706 4.203 0.532
H 1.360 6.319 -0.250
O -1.759 3.561 0.306
O -2.271 -3.512 0.990
H 1.459 1.626 -3.363
O 1.318 0.125 1.121
H -4.067 -2.033 6.076
C 2.269 -3.045 -1.069
H 1.196 -0.014 8.023
C -4.177 -3.014 -3.307
C -4.909 1.716 0.402
H -3.462 -3.547 5.516
H 5.435 -0.910 -0.770
C 1.210 4.957 1.501
C -1.040 -2.220 5.950
O 0.026 -2.287 6.572
C -2.577 -1.813 4.365
H 6.585 -1.805 -3.493
H -1.791 -5.525 1.515
C 5.809 -1.733 -2.731
O 3.492 0.521 -3.665
H -4.259 6.134 2.456
H 2.461 -3.967 -8.502
C 0.632 0.910 7.894
H -0.612 2.424 3.842
H 0.810 1.415 3.892
C -1.013 0.066 1.247
H -2.977 -2.310 3.481
H -4.036 1.067 0.478
C -3.588 -3.139 0.869
O -2.249 -2.345 6.566
C -2.627 -1.658 -2.500
O -1.221 2.485 6.300
H 4.307 -4.368 -8.166
O -5.021 3.767 1.800
H 1.643 1.906 9.552
H 0.718 -2.532 0.338
O 0.075 1.350 -0.397
C 4.163 5.456 -4.328
H 1.014 2.895 -0.979
O 4.279 6.638 -4.578
C 0.307 0.485 0.647
O 4.709 -1.297 -3.369
C 4.375 -0.090 -3.097
C 3.231 -3.657 -6.471
H 1.878 4.791 -0.591
H 2.282 -2.454 0.900
H -6.197 5.191 2.749
*
```

Mulliken population analysis, charges in e, atoms 1 to 99: -0.36 0.00 -0.40 0.31 -0.27 -0.18 0.25 -0.22 -0.61 0.26 0.08 -0.13 0.33 -0.91 -0.40 -0.22 0.46 -0.39 0.45 -0.61 0.21 0.45 -1.05 0.03 -0.32 0.45 0.00 0.26 -0.30 -0.32 0.33 0.06 -0.42 -0.45 -0.30 -0.33 0.42 -0.65 -0.09 0.44 0.20 -0.32 0.07 -0.35 0.22 -0.07 0.21 -0.20 0.35 -0.57 0.31 0.02 -0.31 -0.11 0.82 0.32 -0.44 -0.68 0.31 -0.12 0.31 0.36 -1.02 0.43 0.78 -0.17 0.32 -0.64 0.30 0.62 0.50 0.06 0.50 -1.18 0.35 -0.47 0.31 0.33 0.54 0.41 -0.56 -0.13 -0.04 -0.66 0.29 0.42 0.27 -0.38 -0.38 0.28 0.25 -0.26 0.58 -0.62 0.54 0.34 0.28 -0.37 -0.53

Entry 2:
Molecular formula: C37H61Br3Cl3N2O19Zr
Method: DFT, ωB97M-V/def2-TZVPD

Calculated values
Energy relative to the best compared isomer or geometry (same formula, charge and spin), kJ/mol: 562.4
HOMO energy, eV: -9.182
LUMO level, eV: -3.56
Molecular weight, g/mol: 1275.185
HOMO-LUMO gap, Ha: 0.206

Structure (ORCA input):
```
! RIJCOSX wB97M-V def2-TZVPD def2/J DEFGRID3
* xyz 1 1
H -2.736 -6.408 -0.100
C -2.499 -5.580 2.314
O -1.828 0.401 -0.489
O 6.456 3.345 -1.507
Br 0.350 3.168 4.706
C -2.364 2.919 1.468
H -1.500 3.033 2.122
H 2.090 0.432 -4.520
O -4.419 -0.733 -1.065
H 2.595 -4.383 -3.823
H -0.986 4.400 -1.418
C 3.896 0.622 -5.509
O 4.783 0.146 2.793
C 0.373 4.106 0.191
O 4.811 2.408 -0.328
C -6.389 0.532 1.608
Cl -0.562 4.477 -4.974
C 3.031 -0.116 -4.565
H -0.329 -5.459 0.081
C 1.055 2.836 -0.339
O 1.697 -3.274 -1.317
O -1.023 -0.529 -3.597
C 0.303 1.542 -0.082
C 0.583 2.082 6.409
H 7.503 3.947 0.243
H 0.542 2.134 2.159
O 4.445 -0.384 -6.382
H -6.729 -0.113 2.419
C -0.584 -4.739 0.858
H -3.162 -1.033 3.919
H -3.899 2.104 -0.960
H -0.187 -3.243 3.189
C -2.223 -4.967 3.720
H -3.936 -3.571 3.919
Cl 2.120 4.040 -3.980
C 3.790 -1.561 -6.103
O -2.939 0.088 -3.382
Br 0.998 0.219 5.689
C -1.766 1.176 -5.238
H 3.306 1.424 -5.951
H -7.941 -0.356 0.558
C -2.775 -5.319 -0.075
Cl 1.146 6.649 -4.161
H -2.721 2.760 -2.095
C 2.528 -4.436 -1.556
N -2.522 -3.248 1.341
H -2.747 -5.579 4.455
O 4.110 -2.625 -6.713
O -0.477 -2.601 -1.824
H 2.850 2.659 2.825
C -2.857 -3.594 3.769
C 5.694 2.990 0.640
C -1.095 4.148 -0.363
C -2.340 -2.712 2.643
C 0.549 -3.339 -2.030
H -1.574 4.994 0.132
C -3.107 -1.387 2.890
H 2.001 -5.832 -3.154
C 3.592 0.690 2.324
C -3.160 2.892 -1.106
C 0.319 1.286 1.512
H -0.857 1.758 -5.082
H -1.919 -6.501 2.367
C -7.310 0.514 0.379
H -2.400 -5.021 -1.054
O 3.000 -1.400 -5.066
O 5.307 1.715 -2.506
H -3.570 -5.746 2.194
C 3.313 1.817 3.340
H 2.206 0.478 -0.681
O -6.468 0.307 -0.740
C 5.471 2.464 -1.549
H -0.352 -1.743 2.271
H 2.697 1.554 4.199
O 4.643 2.100 3.732
C -0.847 -2.399 2.988
C 1.125 0.446 -0.816
C -1.899 0.237 -4.085
H -4.119 -1.545 2.516
C -2.093 -4.672 1.130
H 4.734 1.056 -4.963
C 6.535 3.912 -0.258
H -1.163 -5.059 3.958
H 1.166 2.967 -1.415
H 2.836 -0.083 2.464
H -2.654 -3.204 4.766
H 0.366 4.060 1.280
H 3.546 -4.065 -1.439
H 1.017 0.519 -1.899
C 2.000 -4.755 -2.990
H 2.045 2.798 0.116
Zr -2.281 -1.362 -1.836
O 0.674 -4.291 -2.932
H 3.690 1.021 1.290
H 0.915 4.988 -0.149
O -5.187 -0.036 0.995
H 3.481 -0.096 -3.572
C 5.403 0.969 3.594
H 6.206 2.207 1.198
H -2.929 2.056 1.819
H -0.195 -5.063 1.823
Br -1.055 2.338 7.497
H 1.143 0.585 1.651
H 6.170 4.939 -0.251
H 2.254 -5.249 -0.883
O -2.249 -2.345 0.257
H -0.884 -1.747 3.860
H -3.739 3.815 -1.055
H 0.417 4.993 -2.794
H -1.544 0.819 -6.244
C 0.709 5.085 -3.840
H 0.759 -0.562 -0.621
H -2.464 2.007 -5.328
H 1.470 2.395 6.959
H -3.233 3.577 1.467
H -7.938 1.383 0.184
O 6.522 0.874 4.107
C -1.958 2.803 -0.086
H -0.494 0.703 1.943
N -1.132 1.637 -0.378
H -6.160 1.532 1.978
H -3.831 -5.046 -0.091
H 5.093 3.558 1.350
H -2.713 -0.498 2.397
C -5.341 -0.237 -0.339
H -0.076 -3.790 0.687
*
```

Mulliken population analysis, charges in e, atoms 1 to 99: 0.43 -1.08 1.83 -0.31 0.07 -1.19 0.11 -0.03 -0.68 0.27 0.31 -0.14 -0.45 -0.77 -0.15 -0.29 -0.16 0.47 0.44 -0.25 -0.15 -0.49 1.90 -0.40 0.34 -0.80 -0.35 0.27 -1.65 0.50 -0.19 0.25 -0.78 0.46 -0.12 0.46 -0.66 -0.03 -1.23 0.24 0.29 -2.05 -0.11 0.21 -0.28 -0.20 0.46 -0.61 -0.23 0.15 -1.49 -0.30 -1.25 2.06 0.29 0.50 -2.05 0.32 0.64 -1.17 0.89 0.13 0.40 -0.50 0.19 -0.18 -0.54 0.41 1.10 0.33 -0.35 0.45 -0.11 -0.80 -0.43 -1.36 -1.98 0.96 0.39 2.02 0.19 -0.47 0.36 0.09 0.29 0.46 0.17 0.32 0.47 -0.40 -0.27 1.72 -0.37 -0.38 0.53 0.08 -0.05 0.55 0.27

The records above yield largest force on an atom values of 4.708; 7.058 eV/A, respectively.